Arrangement a

ORCA calculation (ωB97M-V/def2-TZVPD) on a 2-piece molecular cluster, C3H11NOS2 overall.

The geometry in XYZ format:
```
18
Properties=species:S:1:pos:R:3
N 2.76 1.85 -0.34
C 1.61 2.56 0.31
C 0.47 1.49 0.65
C 0.56 0.12 0.01
S -0.37 -1.07 1.01
S -2.36 -0.79 0.73
H 2.55 1.27 -1.15
H 3.64 1.58 0.04
H 1.33 3.37 -0.38
H 2.01 2.89 1.26
H -0.55 1.89 0.56
H 0.65 1.32 1.76
H 1.59 -0.24 -0.22
H 0.21 0.05 -1.03
H -2.88 -1.39 -0.37
O -0.02 -1.80 -3.15
H -0.77 -1.82 -3.79
H 0.20 -2.72 -2.97
```

Results
HOMO	-8.53	eV
SMILES	NCCCSS.O
2S+1	1
HOMO-LUMO gap	9.0	eV

=====

Arrangement b

ORCA calculation (ωB97M-V/def2-TZVPD) on a 2-piece molecular cluster, C3H11NOS2 overall.

The geometry in XYZ format:
```
18
Properties=species:S:1:pos:R:3
C -2.44 -1.00 -0.96
C -0.96 -0.65 -0.80
N -0.13 -1.66 -0.11
C -0.34 -0.01 -2.03
S 0.26 1.74 -1.78
S 2.07 1.53 -0.79
H -2.66 -1.69 -1.77
H -2.81 -1.46 -0.04
H -3.00 -0.08 -1.09
H -1.04 0.20 -0.11
H 0.62 -1.84 -0.76
H -0.66 -2.52 -0.01
H 0.38 -0.52 -2.67
H -1.12 0.42 -2.68
H 2.79 0.82 -1.67
O 3.27 2.34 5.48
H 2.32 2.21 5.38
H 3.44 2.17 6.41
```

Results
HOMO	-8.65	eV
SMILES	C[C@@H](N)CSS.O
2S+1	1
HOMO-LUMO gap	9.3	eV

=====

Arrangement c

ORCA calculation (ωB97M-V/def2-TZVPD) on a 2-piece molecular cluster, C3H11NOS2 overall.

The geometry in XYZ format:
```
18
Properties=species:S:1:pos:R:3
C 1.18 0.32 -0.10
C -0.17 0.71 -0.74
N -1.34 0.51 0.12
C -0.37 -0.05 -2.06
S -0.74 -1.83 -2.16
S 0.56 -2.82 -0.80
H 1.51 -0.61 -0.57
H 1.00 -0.05 0.90
H 1.86 1.15 -0.22
H -0.18 1.74 -1.13
H -1.28 1.14 0.90
H -1.69 -0.41 -0.06
H 0.49 0.15 -2.68
H -1.25 0.33 -2.56
H 0.02 -3.98 -1.21
O 0.19 1.17 3.73
H 0.80 1.05 4.47
H -0.59 1.50 4.18
```

Results
HOMO	-8.10	eV
SMILES	C[C@H](N)CSS.O
2S+1	1
HOMO-LUMO gap	8.7	eV

=====

Arrangement d

ORCA calculation (ωB97M-V/def2-TZVPD) on a 2-piece molecular cluster, C3H11NOS2 overall.

The geometry in XYZ format:
```
18
Properties=species:S:1:pos:R:3
C -0.01 -1.58 0.62
S 0.39 0.01 1.34
S -0.92 1.30 0.31
C 0.10 1.80 -1.16
C 1.09 0.99 -2.01
N 2.34 0.74 -1.27
H 0.21 -2.36 1.35
H -1.08 -1.52 0.38
H 0.44 -1.82 -0.36
H 0.41 2.82 -0.94
H -0.72 1.97 -1.92
H 1.42 1.60 -2.86
H 0.46 0.11 -2.21
H 2.78 1.53 -0.83
H 2.18 -0.01 -0.61
O -3.00 -2.24 3.45
H -2.34 -1.58 3.67
H -3.74 -1.76 3.06
```

Results
HOMO	-8.74	eV
SMILES	CSSCCN.O
2S+1	1
HOMO-LUMO gap	9.3	eV

=====

Which of them is least stable? Easy: arrangement a.

=====

Arrangement a

ORCA calculation (ωB97M-V/def2-TZVPD) on a 2-piece molecular cluster, C3H11NOS2 overall.

The geometry in XYZ format:
```
18
Properties=species:S:1:pos:R:3
C -2.08 2.38 -0.58
S -1.89 0.62 -1.18
S -1.47 -0.57 0.40
C -0.08 0.38 1.23
C 1.28 0.31 0.54
N 2.22 -0.84 0.56
H -1.05 2.74 -0.53
H -2.56 2.88 -1.42
H -2.61 2.52 0.36
H 0.00 -0.01 2.24
H -0.43 1.39 1.03
H 1.86 1.18 0.86
H 1.10 0.48 -0.53
H 1.95 -1.48 -0.17
H 2.03 -1.40 1.40
O 0.81 -3.85 -1.24
H 0.84 -2.90 -1.13
H 0.07 -3.82 -1.85
```

Results
HOMO	-8.48	eV
SMILES	CSSCCN.O
2S+1	1
HOMO-LUMO gap	9.1	eV

=====

Arrangement b

ORCA calculation (ωB97M-V/def2-TZVPD) on a 2-piece molecular cluster, C3H11NOS2 overall.

The geometry in XYZ format:
```
18
Properties=species:S:1:pos:R:3
C -0.40 3.16 -0.85
C 0.32 1.81 -0.84
N 0.90 1.58 0.46
C -0.70 0.71 -1.15
S 0.15 -0.92 -1.42
S -0.53 -2.04 0.22
H -0.99 3.19 0.06
H 0.35 3.95 -0.80
H -1.12 3.31 -1.65
H 1.05 1.77 -1.65
H 1.60 2.21 0.77
H 1.28 0.66 0.50
H -1.44 0.60 -0.35
H -1.07 0.94 -2.14
H 0.61 -1.92 0.91
O 0.33 -1.41 3.98
H 0.98 -2.11 3.99
H 0.44 -0.79 4.70
```

Results
HOMO	-8.77	eV
SMILES	C[C@@H](N)CSS.O
2S+1	1
HOMO-LUMO gap	9.3	eV

=====

Which of them is least stable? Easy: arrangement a.

=====

Arrangement a

ORCA calculation (ωB97M-V/def2-TZVPD) on a 2-piece molecular cluster, C5H14S overall.

The geometry in XYZ format:
```
20
Properties=species:S:1:pos:R:3
C -2.21 -0.47 -0.32
C -1.43 0.11 0.83
C -2.36 0.15 2.10
H -2.07 -1.56 -0.36
H -3.28 -0.29 -0.39
H -1.69 -0.17 -1.25
H -0.77 0.99 0.76
H -0.63 -0.59 1.10
H -2.39 -0.74 2.74
H -3.34 0.42 1.73
H -2.02 0.97 2.75
C 1.58 -0.20 -2.07
S 3.32 -0.34 -1.70
C 3.41 0.35 -0.08
H 1.36 0.86 -2.28
H 1.30 -0.57 -3.05
H 0.97 -0.70 -1.32
H 3.44 -0.30 0.79
H 2.57 1.04 0.05
H 4.25 1.04 -0.03
```

Results
HOMO	-8.48	eV
SMILES	CCC.CSC
2S+1	1
HOMO-LUMO gap	9.4	eV

=====

Arrangement b

ORCA calculation (ωB97M-V/def2-TZVPD) on a 2-piece molecular cluster, C5H14S overall.

The geometry in XYZ format:
```
20
Properties=species:S:1:pos:R:3
C 0.80 1.91 1.44
C 1.46 3.05 0.67
C 1.37 2.85 -0.85
H 1.40 1.00 1.50
H 0.59 2.21 2.46
H -0.09 1.57 0.94
H 1.03 4.02 0.93
H 2.52 3.12 0.94
H 1.82 3.70 -1.36
H 0.32 2.85 -1.16
H 1.79 1.90 -1.18
C -2.13 -3.78 -0.43
C -0.74 -3.20 -0.56
S -0.54 -1.47 -0.07
H -2.93 -3.15 -0.83
H -2.20 -4.76 -0.89
H -2.38 -3.89 0.63
H -0.42 -3.31 -1.60
H -0.06 -3.72 0.10
H -1.61 -0.92 -0.67
```

Results
HOMO	-9.05	eV
SMILES	CCC.CCS
2S+1	1
HOMO-LUMO gap	10.1	eV

=====

Arrangement c

ORCA calculation (ωB97M-V/def2-TZVPD) on a 2-piece molecular cluster, C5H14S overall.

The geometry in XYZ format:
```
20
Properties=species:S:1:pos:R:3
C -1.09 1.75 -1.43
C -1.21 0.74 -2.64
S -0.39 -0.90 -2.25
C -0.41 -0.97 -0.49
H -0.19 2.42 -1.42
H -1.31 1.28 -0.55
H -1.87 2.51 -1.57
H -2.21 0.44 -3.03
H -0.58 1.20 -3.47
H -0.11 -0.26 0.17
H -1.46 -1.25 -0.09
H 0.34 -1.82 -0.29
C 1.15 0.00 2.44
C 1.32 -1.36 1.72
H 0.14 0.26 2.61
H 1.74 -0.12 3.40
H 1.73 0.99 2.11
H 0.33 -1.94 1.75
H 1.89 -1.12 0.76
H 2.18 -1.83 2.27
```

Results
HOMO	-8.31	eV
SMILES	CCSC.CC
2S+1	1
HOMO-LUMO gap	9.3	eV

=====

Which of them is least stable? Easy: arrangement c.

=====

Arrangement a

ORCA calculation (ωB97M-V/def2-TZVPD) on a 2-piece molecular cluster, C5H14S overall.

The geometry in XYZ format:
```
20
Properties=species:S:1:pos:R:3
C -2.10 -0.08 -0.10
C -1.41 -1.21 0.71
C -1.23 -2.34 -0.25
H -1.26 0.28 -0.79
H -3.06 -0.48 -0.57
H -2.28 0.93 0.48
H -0.48 -0.80 1.20
H -2.02 -1.47 1.58
H -0.53 -3.14 0.04
H -1.06 -1.98 -1.37
H -2.26 -2.78 -0.45
C 1.63 0.71 -0.47
C 2.58 1.52 0.40
S 2.19 3.31 0.34
H 0.65 0.82 -0.06
H 1.70 1.06 -1.52
H 1.81 -0.32 -0.35
H 3.50 1.55 -0.23
H 2.72 1.28 1.46
H 0.90 3.15 -0.04
```

Results
HOMO	-8.97	eV
SMILES	CCC.CCS
2S+1	1
HOMO-LUMO gap	9.9	eV

=====

Arrangement b

ORCA calculation (ωB97M-V/def2-TZVPD) on a 2-piece molecular cluster, C5H14S overall.

The geometry in XYZ format:
```
20
Properties=species:S:1:pos:R:3
C 2.23 -1.50 -1.01
C 1.35 -0.82 -0.03
S 1.15 0.95 -0.22
C 0.01 0.84 -1.67
H 2.48 -0.83 -1.85
H 1.82 -2.40 -1.57
H 3.19 -2.04 -0.71
H 0.21 -1.27 -0.13
H 1.54 -0.89 1.04
H -1.02 1.13 -1.48
H 0.31 1.61 -2.33
H -0.09 -0.21 -2.08
C -3.36 -0.23 1.31
C -2.04 0.10 1.90
H -4.07 0.54 0.88
H -3.30 -1.07 0.53
H -3.93 -0.69 2.10
H -1.44 1.01 1.46
H -1.33 -0.70 1.58
H -2.01 0.32 3.08
```

Results
HOMO	-8.55	eV
SMILES	CCSC.CC
2S+1	1
HOMO-LUMO gap	9.5	eV

=====

Which of them is least stable? Easy: arrangement b.

=====

Arrangement a

ORCA calculation (ωB97M-V/def2-TZVPD) on one molecule with the formula C8H9NO.

The geometry in XYZ format:
```
19
Properties=species:S:1:pos:R:3
C 1.90 0.79 0.09
C 0.76 1.54 0.03
C 1.39 -0.54 -0.08
C 0.04 -0.59 -0.25
C -2.82 0.71 0.27
C -1.65 1.27 0.07
C -3.20 -0.70 0.12
C 2.42 -1.68 0.11
N -0.34 0.75 -0.11
O -4.38 -0.95 -0.26
H 2.90 1.03 0.04
H 0.48 2.59 0.27
H -3.67 1.34 0.62
H -1.52 2.32 0.31
H -0.81 -1.30 -0.21
H 3.45 -1.29 -0.02
H 2.48 -2.20 1.05
H 2.21 -2.34 -0.65
H -5.02 -0.09 -0.38
```

Results
HOMO	-8.10	eV
2S+1	1
HOMO-LUMO gap	8.2	eV

=====

Arrangement b

ORCA calculation (ωB97M-V/def2-TZVPD) on one molecule with the formula C8H9NO.

The geometry in XYZ format:
```
19
Properties=species:S:1:pos:R:3
C -0.51 -1.39 1.95
C -0.59 -1.10 0.51
N -1.36 -1.80 -0.33
O -1.87 -2.95 0.39
C -0.04 0.03 -0.10
C -0.72 1.26 -0.46
C 0.00 2.33 -1.07
C 1.28 2.25 -1.35
C 2.00 1.03 -1.06
C 1.39 -0.01 -0.54
H 0.03 -2.36 2.26
H -1.37 -1.38 2.40
H 0.05 -0.58 2.62
H -2.46 -3.32 -0.30
H -1.79 1.49 -0.12
H -0.49 3.32 -1.12
H 1.77 3.00 -1.86
H 2.97 1.07 -1.47
H 1.71 -0.88 -0.36
```

Results
HOMO	-9.06	eV
SMILES	C/C(=N\O)c1ccccc1
2S+1	1
HOMO-LUMO gap	10.0	eV

=====

Which of them is least stable? Easy: arrangement a.

=====

Arrangement a

ORCA calculation (ωB97M-V/def2-TZVPD) on a 2-piece molecular cluster, C4H7N overall.

The geometry in XYZ format:
```
12
Properties=species:S:1:pos:R:3
C 2.73 -0.51 -0.13
C -0.93 0.11 -0.90
C 1.00 1.22 -0.02
C -2.03 0.15 0.10
N 1.95 0.49 -0.05
H 3.06 -0.85 -1.09
H 3.09 -0.98 0.77
H -0.51 -0.92 -0.95
H 0.92 2.27 0.08
H -2.10 1.13 0.58
H -2.92 0.06 -0.54
H -2.07 -0.64 0.85
```

Results
HOMO	-7.09	eV
2S+1	1
HOMO-LUMO gap	7.4	eV

=====

Arrangement b

ORCA calculation (ωB97M-V/def2-TZVPD) on one molecule with the formula C4H7N.

The geometry in XYZ format:
```
12
Properties=species:S:1:pos:R:3
C -1.57 0.17 0.14
C -0.11 0.45 -0.17
C 0.84 -0.74 0.07
C 2.13 -0.14 0.40
N 3.04 0.52 0.68
H -2.15 1.09 0.01
H -2.02 -0.60 -0.50
H -1.70 -0.13 1.18
H 0.02 0.80 -1.20
H 0.21 1.28 0.48
H 0.50 -1.37 0.89
H 0.92 -1.39 -0.81
```

Results
HOMO	-11.46	eV
SMILES	CCCC#N
2S+1	1
HOMO-LUMO gap	12.4	eV

=====

Arrangement c

ORCA calculation (ωB97M-V/def2-TZVPD) on one molecule with the formula C4H7N.

The geometry in XYZ format:
```
12
Properties=species:S:1:pos:R:3
C -1.40 -1.37 -0.15
C -0.26 -0.83 0.28
C 0.62 0.28 -0.29
C -0.31 1.24 -0.51
N 1.80 0.55 0.36
H -1.72 -2.34 0.21
H -2.13 -0.83 -0.74
H 0.34 -1.43 0.95
H -1.13 1.09 -1.19
H -0.08 2.29 -0.38
H 2.05 1.51 0.52
H 2.21 -0.16 0.94
```

Results
HOMO	-7.68	eV
SMILES	C=CC(=C)N
2S+1	1
HOMO-LUMO gap	8.6	eV

=====

Which of them is least stable? Easy: arrangement a.

=====

Arrangement a

ORCA calculation (ωB97M-V/def2-TZVPD) on one molecule with the formula C3H8O3S.

The geometry in XYZ format:
```
15
Properties=species:S:1:pos:R:3
C 0.84 0.84 -1.48
O 0.10 -0.30 -1.75
C 0.01 -1.17 -0.71
C -0.99 -0.57 0.50
S -0.25 0.54 1.75
O 1.11 0.13 1.93
O -0.49 1.86 1.32
H 1.07 1.30 -2.53
H 1.97 0.52 -1.26
H 0.35 1.56 -0.74
H 0.94 -1.46 -0.08
H -0.55 -2.21 -0.95
H -1.43 -1.45 1.11
H -1.72 0.02 -0.03
H -0.98 0.38 2.93
```

Results
HOMO	-10.26	eV
SMILES	COCC[SH](=O)=O
2S+1	1
HOMO-LUMO gap	10.6	eV

=====

Arrangement b

ORCA calculation (ωB97M-V/def2-TZVPD) on a 2-piece molecular cluster, C3H8O3S overall.

The geometry in XYZ format:
```
15
Properties=species:S:1:pos:R:3
O 2.24 0.23 -1.54
C 1.52 -0.08 -0.62
O 1.90 0.12 0.66
C 0.17 -0.74 -0.77
C -0.99 0.23 -1.09
S -2.42 -0.04 0.03
H 2.80 0.48 0.61
H -0.08 -1.16 0.20
H 0.30 -1.50 -1.53
H -0.71 1.28 -1.02
H -1.37 0.04 -2.09
H -2.90 1.20 -0.05
O -0.23 0.13 2.75
H 0.57 0.28 2.23
H -0.78 -0.47 2.23
```

Results
HOMO	-9.51	eV
SMILES	O=C(O)CCS.O
2S+1	1
HOMO-LUMO gap	10.0	eV

=====

Which of them is least stable? Easy: arrangement a.

=====

Arrangement a

ORCA calculation (ωB97M-V/def2-TZVPD) on a 2-piece molecular cluster, C3H8O3S overall.

The geometry in XYZ format:
```
15
Properties=species:S:1:pos:R:3
O -0.03 -2.26 1.08
C 0.62 -1.50 0.41
O 1.93 -1.25 0.70
C 0.05 -0.63 -0.71
C -0.95 0.38 -0.16
S -2.05 1.10 -1.40
H 2.05 -1.70 1.55
H 0.87 -0.04 -1.14
H -0.46 -1.40 -1.38
H -0.31 1.16 0.31
H -1.56 -0.08 0.62
H -1.61 2.33 -1.28
O 1.92 2.07 1.18
H 2.09 1.53 1.95
H 2.72 2.49 0.88
```

Results
HOMO	-9.17	eV
SMILES	O=C(O)CCS.O
2S+1	1
HOMO-LUMO gap	9.6	eV

=====

Arrangement b

ORCA calculation (ωB97M-V/def2-TZVPD) on a 2-piece molecular cluster, C3H8O3S overall.

The geometry in XYZ format:
```
15
Properties=species:S:1:pos:R:3
O 1.38 -0.19 1.06
C 0.51 -0.93 0.62
O -0.60 -1.29 1.38
C 0.47 -1.35 -0.82
C 0.79 -0.11 -1.65
S -0.46 1.20 -2.11
H -0.54 -1.23 2.27
H 1.36 -2.09 -1.09
H -0.49 -1.81 -1.08
H 0.93 -0.37 -2.74
H 1.76 0.35 -1.34
H -0.66 1.87 -0.95
O -1.25 1.05 3.10
H -0.98 1.63 2.36
H -0.79 0.18 3.11
```

Results
HOMO	-9.49	eV
SMILES	O=C(O)CCS.O
2S+1	1
HOMO-LUMO gap	9.9	eV

=====

Arrangement c

ORCA calculation (ωB97M-V/def2-TZVPD) on a 2-piece molecular cluster, C3H8O3S overall.

The geometry in XYZ format:
```
15
Properties=species:S:1:pos:R:3
C 2.64 1.17 1.76
S 0.92 1.69 1.54
C 0.79 1.33 -0.21
O 0.06 0.17 -0.28
C -1.36 0.26 -0.24
O -2.06 1.27 -0.39
H 3.29 1.92 1.28
H 2.93 0.17 1.41
H 2.79 1.22 2.85
H 0.32 2.23 -0.64
H 1.75 1.16 -0.74
H -1.75 -0.73 0.07
O -3.11 -3.74 -2.23
H -3.69 -3.62 -1.44
H -3.52 -4.49 -2.72
```

Results
HOMO	-8.88	eV
SMILES	CSCOC=O.O
2S+1	1
HOMO-LUMO gap	9.6	eV

=====

Which of them is least stable? Easy: arrangement c.

=====

Arrangement a

ORCA calculation (ωB97M-V/def2-TZVPD) on an isolated ion of composition C4H8N3 and charge +1.

The geometry in XYZ format:
```
15
Properties=species:S:1:pos:R:3
C -0.08 0.88 -1.19
C -2.20 1.88 -1.11
C 1.39 -0.20 0.38
C 0.69 -1.38 1.07
N -0.92 1.75 -0.98
N 0.82 0.05 -0.93
N -0.57 -0.87 1.48
H -2.59 2.87 -1.05
H -2.69 0.99 -1.50
H 1.21 0.50 1.15
H 2.53 -0.38 0.23
H 0.68 -2.34 0.40
H 1.41 -1.77 1.89
H 1.40 -0.31 -1.67
H -1.08 -1.66 1.84
```

Results
HOMO (alpha / beta)	-13.84 / -14.17	eV
2S+1	1
HOMO-LUMO gap (alpha / beta)	9.2 / 8.1	eV
charge	+1

=====

Arrangement b

ORCA calculation (ωB97M-V/def2-TZVPD) on an isolated ion of composition C4H8N3 and charge +1.

The geometry in XYZ format:
```
15
Properties=species:S:1:pos:R:3
C 1.01 -1.27 -0.29
C 1.34 0.20 0.09
N 0.11 1.01 0.44
C -1.06 0.63 -0.35
N -2.16 0.11 0.47
C -1.39 -0.75 -0.19
N -0.27 -1.81 0.13
H 1.18 -1.35 -1.29
H 1.77 -1.98 0.02
H 1.98 0.46 0.99
H 1.72 0.77 -0.72
H -0.08 0.54 1.25
H 0.23 1.99 0.58
H -1.28 1.13 -1.37
H -3.11 0.33 0.24
```

Results
HOMO (alpha / beta)	-13.78 / -14.19	eV
SMILES	C1C[NH2+][C@@H]2NC2=N1
2S+1	1
HOMO-LUMO gap (alpha / beta)	8.8 / 9.2	eV
charge	+1

=====

Which of them is least stable? Easy: arrangement b.

=====

Arrangement a

ORCA calculation (ωB97M-V/def2-TZVPD) on a 2-piece molecular cluster, C9H14O overall.

The geometry in XYZ format:
```
24
Properties=species:S:1:pos:R:3
C -2.80 -0.81 1.91
C -1.88 -0.09 0.95
C -0.98 -0.74 0.13
C -0.08 0.01 -0.63
C -0.08 1.39 -0.56
O 0.74 2.01 -1.48
C -0.94 2.08 0.29
C -1.81 1.29 1.05
H -2.79 -0.34 2.89
H -2.60 -1.87 2.02
H -3.85 -0.71 1.62
H -0.89 -1.82 0.05
H 0.55 -0.45 -1.36
H 0.81 2.96 -1.29
H -0.85 3.14 0.41
H -2.56 1.85 1.61
C 2.88 -2.08 -0.03
C 3.52 -1.94 -1.43
H 3.55 -1.64 0.71
H 1.99 -1.46 0.02
H 2.65 -3.10 0.23
H 2.70 -2.16 -2.11
H 4.30 -2.69 -1.54
H 3.83 -0.92 -1.60
```

Results
HOMO	-8.39	eV
SMILES	Cc1ccc(O)cc1.CC
2S+1	1
HOMO-LUMO gap	9.2	eV

=====

Arrangement b

ORCA calculation (ωB97M-V/def2-TZVPD) on a 2-piece molecular cluster, C9H14O overall.

The geometry in XYZ format:
```
24
Properties=species:S:1:pos:R:3
C -1.84 -1.27 -1.49
C -1.10 -1.24 -0.20
C 0.29 -1.28 -0.19
C 1.06 -1.18 0.96
C 0.38 -0.91 2.14
O 1.03 -0.55 3.30
C -0.99 -1.12 2.22
C -1.73 -1.18 1.04
H -1.21 -1.62 -2.32
H -2.01 -0.24 -1.84
H -2.76 -1.84 -1.56
H 0.80 -1.37 -1.15
H 2.13 -1.14 0.94
H 1.83 -1.08 3.44
H -1.52 -0.92 3.15
H -2.81 -1.11 1.14
C 0.92 1.73 -1.76
C 1.16 2.77 -0.64
H 0.52 0.84 -1.29
H 0.37 2.15 -2.60
H 1.88 1.45 -2.20
H 1.20 3.78 -1.05
H 2.06 2.53 -0.09
H 0.33 2.80 0.05
```

Results
HOMO	-8.60	eV
SMILES	Cc1ccc(O)cc1.CC
2S+1	1
HOMO-LUMO gap	9.5	eV

=====

Which of them is least stable? Easy: arrangement b.